# 1
Entry from OMol25: 2 unconnected molecules or ions with the total composition C6H11O2 (wB97M-V/def2-TZVPD).

Each line ends with the Mulliken charge.
Positions of all 19 atoms, in Å:
C 0.65342 -0.18831 -1.28091  0.01
C 1.94540 0.13139 -1.24827  -0.03
C 2.44351 1.54591 -1.15557  -1.10
C 0.11971 -1.57923 -1.17865  -1.07
H -0.06990 0.61756 -1.26347  0.23
H 2.69220 -0.65996 -1.24681  0.27
H 3.05631 1.68422 -0.26089  0.27
H 3.05196 1.82678 -2.02316  0.30
H 1.60386 2.23915 -1.10491  0.30
H 0.91710 -2.30429 -1.36331  0.33
H -0.70400 -1.75330 -1.87563  0.26
H -0.27077 -1.68152 -0.15802  0.19
O -1.77148 0.75583 0.41439  -0.70
C -1.57000 0.03388 1.41367  0.72
O -0.56694 -0.68711 1.64788  -0.77
C -2.67422 0.01081 2.49101  -1.00
H -2.29817 -0.42828 3.41244  0.28
H -3.04629 1.02250 2.66057  0.28
H -3.51169 -0.58605 2.11964  0.21

Properties
HOMO-LUMO gap in hartree: 0.301
Largest force on an atom in eV Å⁻¹: 0.46
HOMO energy in hartree: -0.151
2S+1: 1
DFT total energy in hartree: -385.7362
Relative energy (zero: lowest compared OMol25 entry of this formula, charge and spin) in kcal per mole: 15.4
Charge: -1

# 2
Entry from OMol25: C6H11O2 in the gas phase at a distorted geometry (wB97M-V/def2-TZVPD).

Each line ends with the Mulliken charge.
Positions of all 19 atoms, in Å:
O -2.37043 -0.15398 -0.96496  -0.41
C -1.45021 -0.97028 -0.89365  0.60
O -1.44811 -2.11731 -0.29649  -0.50
C -0.20882 -0.76522 -1.86910  -0.58
C 0.80327 0.17432 -1.31698  -0.54
C 0.96473 -0.00831 0.24558  -1.10
C 0.32677 1.10978 1.03024  -0.23
C -0.29073 0.38064 2.17701  -1.21
H 0.10999 -1.74786 -2.00146  0.35
H -0.53775 -0.35103 -2.82493  0.37
H 1.66764 0.04998 -2.00880  0.31
H 0.66032 1.38463 -1.38131  0.28
H 0.61362 -0.94077 0.27361  0.68
H 1.94304 -0.12486 0.68000  0.49
H 1.04194 1.93905 1.36251  0.31
H -0.56539 1.65102 0.45937  0.27
H -0.95291 1.01348 2.80717  0.34
H -0.94962 -0.40961 1.87498  0.32
H 0.64263 -0.11366 2.64720  0.28

Properties
HOMO-LUMO gap (spin up / spin down) in hartree: 0.426 / 0.234
Largest force on an atom in eV Å⁻¹: 5.05
HOMO energy (spin up / spin down) in hartree: -0.396 / -0.369
2S+1: 2
DFT total energy in hartree: -385.5509
Relative energy (zero: lowest compared OMol25 entry of this formula, charge and spin) in kcal per mole: 51.1
Charge: 0

# 3
Entry from OMol25: 3 unconnected molecules or ions with the total composition C6H11O3S2 at a distorted geometry (wB97M-V/def2-TZVPD).

Each line ends with the Mulliken charge.
Positions of all 22 atoms, in Å:
C 0.84590 -3.18527 0.74968  0.85
C -2.87517 0.83113 -0.84391  -1.44
C 3.20064 0.43666 0.36344  -0.58
C -1.75845 -0.13819 -0.91496  0.11
C -0.41074 0.63159 -1.19751  -0.77
C 0.62175 -0.02951 -0.64012  0.50
O 1.81967 -3.47071 0.22948  -0.41
O -0.12715 -2.99200 1.35121  -0.43
O 0.76957 -0.99212 0.13874  -0.69
S -0.18185 1.27057 2.51293  -0.33
S 2.17516 1.03527 -0.93387  -0.26
H -3.76684 0.52186 -0.49625  0.49
H -3.09204 1.13672 -1.84044  0.31
H -2.56987 1.71517 -0.31816  0.28
H 3.03371 1.07102 1.34341  0.18
H 4.26283 0.42950 0.03920  0.28
H 2.77388 -0.47665 0.73035  0.10
H -1.70435 -0.70366 -0.02279  0.18
H -1.84459 -0.90049 -1.72910  0.22
H -0.35427 1.57076 -1.84964  0.17
H -0.00526 0.18187 1.71812  0.13
H -0.81252 2.05649 1.61019  0.11

Properties
HOMO-LUMO gap in hartree: 0.235
Largest force on an atom in eV Å⁻¹: 3.76
HOMO energy in hartree: -0.116
2S+1: 1
DFT total energy in hartree: -1257.3449
Relative energy (zero: lowest compared OMol25 entry of this formula, charge and spin) in kcal per mole: 0.0
Charge: -1

# 4
Entry from OMol25: a molecular structure, C6H11P at a distorted geometry (wB97M-V/def2-TZVPD).

Each line ends with the Mulliken charge.
Positions of all 18 atoms, in Å:
C 1.53229 0.44984 -1.90843  -0.70
C 0.53059 0.51095 -0.73694  -0.14
C 1.78587 0.39567 -0.41258  0.73
C 2.66173 -0.14983 0.59734  -1.10
C -3.14896 0.56278 1.28325  -1.06
C -1.75145 0.37665 0.77981  0.09
P -1.16583 1.05903 -0.64626  -0.28
H 1.71990 -0.53147 -2.42944  0.17
H 1.64409 1.30117 -2.43057  0.30
H -0.54415 -2.18964 -1.53379  0.08
H 2.17253 0.00010 1.62472  0.27
H 3.66461 0.05107 0.67734  0.39
H 2.41653 -1.28923 0.55669  0.20
H -3.45552 -0.30328 1.73336  0.36
H -3.10418 1.45203 1.89376  0.29
H -3.87395 0.84857 0.36619  0.26
H -1.08321 -0.13022 1.55041  0.21
H -0.00087 -2.41422 -0.96484  -0.07

Properties
HOMO-LUMO gap in hartree: 0.309
Largest force on an atom in eV Å⁻¹: 5.48
HOMO energy in hartree: -0.303
2S+1: 1
DFT total energy in hartree: -576.3647
Relative energy (zero: lowest compared OMol25 entry of this formula, charge and spin) in kcal per mole: 96.0
Charge: 0

# 5
Entry from OMol25: C6H12 in the gas phase at a distorted geometry (wB97M-V/def2-TZVPD).

Each line ends with the Mulliken charge.
Positions of all 18 atoms, in Å:
C -1.59439 0.83938 1.22234  -1.11
C -0.71444 0.06267 0.60707  0.70
C 0.70443 -0.17318 1.08608  -0.63
C 1.65223 0.84589 0.41757  -1.11
C -1.07664 -0.47080 -0.77875  -0.51
C 0.02427 -1.11845 -1.62343  -1.22
H -1.57979 1.45947 2.10696  0.35
H -2.52167 1.03786 0.67967  0.26
H 0.95171 -1.20980 0.85682  0.27
H 0.87612 -0.05848 2.15521  0.40
H 1.92975 1.60330 1.15403  0.34
H 1.22219 1.30479 -0.46871  0.33
H 2.63644 0.45112 0.14150  0.27
H -1.53225 0.32800 -1.36788  0.32
H -1.93247 -1.14230 -0.64755  0.42
H 0.64398 -0.31788 -2.03540  0.29
H -0.41778 -1.69629 -2.42855  0.36
H 0.72830 -1.74531 -1.07698  0.27

Properties
HOMO-LUMO gap in hartree: 0.376
Largest force on an atom in eV Å⁻¹: 1.45
HOMO energy in hartree: -0.334
2S+1: 1
DFT total energy in hartree: -235.7692
Relative energy (zero: lowest compared OMol25 entry of this formula, charge and spin) in kcal per mole: 30.8
Charge: 0

# 6
Entry from OMol25: 2 unconnected molecules or ions with the total composition C6H12 (wB97M-V/def2-TZVPD).

Each line ends with the Mulliken charge.
Positions of all 18 atoms, in Å:
C -1.42085 -1.49573 -0.11209  -1.32
C -0.44050 -0.36355 -0.08773  0.37
C -0.38905 0.69387 0.72711  -0.44
C 1.02471 1.13680 0.96605  -0.54
C 1.85710 0.18059 0.07202  -0.63
C 0.83700 -0.42517 -0.89833  -0.65
H -0.83463 -2.34093 0.27752  0.35
H -1.80216 -1.81525 -1.08926  0.33
H -2.25328 -1.35402 0.58278  0.34
H -1.23657 1.17739 1.20931  0.47
H 1.21898 0.93504 2.02787  0.25
H 1.22464 2.20241 0.80718  0.31
H 2.24794 -0.64643 0.67543  0.26
H 2.69897 0.68063 -0.41260  0.33
H 0.70854 0.20269 -1.79462  0.21
H 1.09414 -1.42694 -1.25619  0.35
H -2.09415 1.05688 -1.02784  -0.15
H -2.48365 1.57791 -0.68294  0.16

Properties
HOMO-LUMO gap in hartree: 0.352
Largest force on an atom in eV Å⁻¹: 0.59
HOMO energy in hartree: -0.309
2S+1: 1
DFT total energy in hartree: -235.7384
Relative energy (zero: lowest compared OMol25 entry of this formula, charge and spin) in kcal per mole: 50.1
Charge: 0

# 7
Entry from OMol25: C6H12 in the gas phase at a distorted geometry (wB97M-V/def2-TZVPD).

Each line ends with the Mulliken charge.
Positions of all 18 atoms, in Å:
C 0.50829 1.83362 -0.28657  -1.11
C -0.42251 0.84328 -0.89118  -0.39
C -0.86817 -0.38888 1.33918  -0.96
C 0.45684 -1.09371 0.98719  -0.28
C 0.24545 -1.54311 -0.40783  -0.58
C -0.06712 -0.45900 -1.40905  -0.37
H 1.41509 1.38826 0.14309  0.29
H 0.02199 2.43994 0.49299  0.31
H 0.83992 2.54402 -1.05788  0.34
H -1.42632 1.21582 -1.09258  0.41
H -1.37861 -0.93841 2.12850  0.35
H -0.80583 0.66146 1.64133  0.20
H 1.34637 -0.44880 1.13220  0.18
H 0.61843 -1.95308 1.64633  0.34
H 0.71692 -2.45720 -0.77118  0.36
H -1.49971 -0.55296 0.44962  0.33
H 0.97087 -0.29236 -1.78653  0.29
H -0.67194 -0.79887 -2.25765  0.30

Properties
HOMO-LUMO gap (spin up / spin down) in hartree: 0.287 / 0.308
Largest force on an atom in eV Å⁻¹: 1.88
HOMO energy (spin up / spin down) in hartree: -0.260 / -0.270
2S+1: 1
DFT total energy in hartree: -235.6539
Relative energy (zero: lowest compared OMol25 entry of this formula, charge and spin) in kcal per mole: 103.1
Charge: 0